Entry P
CH4BClS | ωB97M-V with the def2-TZVPD basis set

## Properties
E_HOMO   -9.25 eV
Gap between HOMO and LUMO   8.9 eV

The geometry in XYZ format:
```
8
CH4BClS, DFT ωB97M-V with the def2-TZVPD basis set
B -0.67 0.14 0.83
C -0.25 -0.08 -0.65
S 1.24 -0.84 -0.32
Cl 2.78 0.46 0.05
H -1.44 -0.43 1.44
H -0.21 1.24 1.32
H -1.12 -1.17 -1.19
H -0.34 0.68 -1.48
```

=====

Entry Q
CH4BClS | ωB97M-V with the def2-TZVPD basis set

## Properties
E_HOMO   -9.41 eV
Gap between HOMO and LUMO   8.3 eV
Structure (SMILES)   BCSCl

The geometry in XYZ format:
```
8
CH4BClS, DFT ωB97M-V with the def2-TZVPD basis set
B -0.32 0.70 0.12
C 0.72 -0.39 -0.12
S 2.36 0.88 -0.08
Cl 3.90 -0.51 0.10
H -0.57 1.47 -0.72
H -0.64 0.72 1.32
H 0.88 -0.97 0.83
H 1.00 -0.86 -0.96
```

=====

Most stable structure: entry Q

=====

Entry P
C4H14NOS | ωB97M-V with the def2-TZVPD basis set

## Properties
E_HOMO (spin up / spin down)   -3.07 / -8.82 eV
Gap between HOMO and LUMO (spin up / spin down)   3.8 / 9.4 eV
Spin multiplicity   2

The geometry in XYZ format:
```
21
C4H14NOS, DFT ωB97M-V with the def2-TZVPD basis set
C -1.78 -0.35 0.21
C -1.20 -0.14 -1.21
C 0.28 0.30 -1.12
S 1.47 -1.10 -1.03
C 2.96 -0.20 -1.57
N -0.89 -1.06 1.20
H -2.60 -1.05 0.08
H -1.95 0.62 0.65
H -1.31 -1.07 -1.77
H -1.77 0.67 -1.67
H 0.61 0.90 -1.96
H 0.39 0.89 -0.21
H 3.63 -0.98 -1.95
H 2.66 0.36 -2.45
H 3.42 0.39 -0.80
H -0.04 -0.48 1.38
H -0.52 -1.93 0.78
H -1.27 -1.18 2.17
H 0.01 1.62 3.24
H -1.28 2.28 3.22
O -0.82 1.53 2.82
```

=====

Entry Q
C4H14NOS | ωB97M-V with the def2-TZVPD basis set

## Properties
E_HOMO (spin up / spin down)   -3.13 / -8.76 eV
Gap between HOMO and LUMO (spin up / spin down)   3.8 / 9.3 eV
Spin multiplicity   2

The geometry in XYZ format:
```
21
C4H14NOS, DFT ωB97M-V with the def2-TZVPD basis set
C 0.92 -0.65 1.16
C 0.92 0.87 1.41
C 1.03 1.82 0.22
S -0.57 2.36 -0.48
C -1.05 1.11 -1.68
N -0.44 -1.24 1.16
H 1.35 -0.88 0.20
H 1.50 -1.11 1.96
H 1.69 1.13 2.14
H 0.02 1.13 1.96
H 1.67 1.42 -0.57
H 1.49 2.75 0.55
H -0.34 0.30 -1.89
H -1.18 1.60 -2.65
H -2.01 0.71 -1.39
H -1.14 -0.59 1.50
H -0.75 -1.50 0.19
H -0.52 -2.15 1.70
H -0.27 -2.87 -1.75
H -1.53 -2.16 -2.19
O -0.79 -2.06 -1.56
```

=====

Most stable structure: entry Q

=====

Entry P
C4H6FNO | ωB97M-V with the def2-TZVPD basis set

## Properties
E_HOMO   -10.06 eV
Gap between HOMO and LUMO   11.1 eV
Structure (SMILES)   O=C(CF)N1CC1

The geometry in XYZ format:
```
13
C4H6FNO, DFT ωB97M-V with the def2-TZVPD basis set
O 0.12 1.70 0.00
C -0.27 0.54 0.00
C -1.76 0.26 0.00
F -2.07 -1.07 -0.01
N 0.57 -0.60 0.00
C 1.84 -0.39 -0.73
C 1.83 -0.40 0.74
H -2.20 0.80 -0.86
H -2.19 0.77 0.89
H 2.15 -1.27 -1.29
H 1.99 0.56 -1.23
H 2.15 -1.27 1.28
H 1.95 0.58 1.22
```

=====

Entry Q
C4H6FNO | ωB97M-V with the def2-TZVPD basis set

## Properties
E_HOMO   -9.65 eV
Gap between HOMO and LUMO   9.4 eV

The geometry in XYZ format:
```
13
C4H6FNO, DFT ωB97M-V with the def2-TZVPD basis set
C 1.51 -0.41 -0.26
C 0.31 0.30 0.62
C -0.67 0.83 -0.49
C -0.92 -0.51 0.97
H 2.44 0.33 -0.47
H 0.98 -0.69 -1.50
H 0.70 0.96 1.37
H -0.21 0.63 -1.50
H -0.94 1.97 -0.48
H -2.49 -0.83 -0.77
N -1.63 0.02 0.05
O -1.02 -1.16 1.92
F 1.94 -1.46 0.52
```

=====

Most stable structure: entry P

=====

Entry P
C4H6FNO | ωB97M-V with the def2-TZVPD basis set

## Properties
E_HOMO   -9.24 eV
Gap between HOMO and LUMO   10.0 eV

The geometry in XYZ format:
```
13
C4H6FNO, DFT ωB97M-V with the def2-TZVPD basis set
C 3.18 -0.60 0.61
C 2.11 -0.11 0.08
C 0.09 -0.67 0.10
C -2.03 0.47 -0.19
N -0.63 0.31 -0.39
O -0.10 -1.71 0.64
F 2.04 0.94 -0.84
H 4.14 0.03 0.66
H 2.94 -1.36 1.25
H -2.12 1.53 -0.24
H -2.64 0.01 -1.03
H -2.45 0.15 0.72
H -0.21 1.12 -0.62
```

=====

Entry Q
C4H6FNO | ωB97M-V with the def2-TZVPD basis set

## Properties
E_HOMO (spin up / spin down)   -8.53 / -8.53 eV
Gap between HOMO and LUMO (spin up / spin down)   9.1 / 9.1 eV
Structure (SMILES)   C/C=[NH+]/[O-].C#CF

The geometry in XYZ format:
```
13
C4H6FNO, DFT ωB97M-V with the def2-TZVPD basis set
C 1.58 0.71 0.17
C 0.52 0.63 -0.83
N -0.33 -0.33 -0.84
O -1.08 -0.60 -1.80
H 2.39 1.14 -0.28
H 1.40 1.35 1.03
H 1.66 -0.31 0.62
H 0.63 1.33 -1.65
H -0.37 -1.07 -0.11
C -3.32 1.00 0.26
C -3.46 0.05 0.96
F -3.93 -1.01 1.56
H -2.59 1.57 -0.25
```

=====

Most stable structure: entry P

=====

Entry P
C4H4ClF | ωB97M-V with the def2-TZVPD basis set

## Properties
E_HOMO   -8.82 eV
Gap between HOMO and LUMO   9.7 eV
Structure (SMILES)   C=C/C=C(/F)Cl

The geometry in XYZ format:
```
10
C4H4ClF, DFT ωB97M-V with the def2-TZVPD basis set
C -1.83 -0.26 -0.11
C -0.55 -0.51 0.09
C 0.43 0.58 0.12
C 1.75 0.36 0.01
F 2.59 1.34 -0.06
Cl 2.49 -1.20 -0.03
H -2.50 -1.10 -0.09
H -2.27 0.75 -0.27
H -0.12 -1.51 0.24
H 0.02 1.56 0.11
```

=====

Entry Q
C4H4ClF | ωB97M-V with the def2-TZVPD basis set

## Properties
E_HOMO   -10.51 eV
Gap between HOMO and LUMO   11.4 eV
Structure (SMILES)   C#C[C@H](F)CCl

The geometry in XYZ format:
```
10
C4H4ClF, DFT ωB97M-V with the def2-TZVPD basis set
C 1.93 -1.40 -0.04
C 1.08 -0.54 -0.15
C 0.02 0.35 -0.34
F 0.67 1.68 -0.31
C -1.23 0.57 0.49
Cl -2.34 -0.57 -0.28
H 2.78 -2.05 0.23
H -0.38 0.14 -1.47
H -1.48 1.58 0.36
H -1.05 0.24 1.50
```

=====

Most stable structure: entry P